{
  "formula": "C12H11FSi",
  "method": "wB97M-V/def2-TZVPD",
  "species": ["C", "H", "C", "H", "C", "F", "C", "H", "C", "H", "C", "C", "C", "H", "H", "Si", "H", "H", "H", "C", "H", "C", "H", "C", "C"],
  "xyz": [[0.1959, 1.5145, 3.8528], [2.7879, -0.7894, -0.6102], [-0.3297, -1.4770, -1.6375], [2.6374, 2.2489, 1.4892], [-2.0295, -1.3406, -3.4218], [2.0267, 1.8612, -1.1436], [-0.1338, 0.2676, 1.8931], [-1.2275, -3.1852, -2.5816], [-1.2566, -2.1012, -2.4278], [0.1359, -2.0567, -0.8274], [1.4065, 1.9733, 3.2391], [1.7738, 1.6987, 1.9641], [-0.5939, 0.5845, 3.1931], [-1.2600, -0.1407, 3.6266], [-0.8638, 1.6283, -2.5383], [1.2654, 0.5230, -0.5742], [-0.6033, -0.5735, 1.3006], [-2.7804, -1.8927, -4.0404], [0.1316, 1.8383, 4.9189], [-0.7497, 0.5991, -2.6478], [2.0099, 2.6561, 3.9625], [-0.1152, -0.0705, -1.7114], [-2.3677, 0.6346, -4.2005], [-1.7418, 0.0006, -3.5284], [0.9182, 0.8557, 1.2527]],
  "lumo_ev": 0.450,
  "homo_ev": -9.2,
  "homo_lumo_gap_ev": 9.7
}

{
  "formula": "C12H11IMnN2O3",
  "method": "wB97M-V/def2-TZVPD",
  "species": ["C", "O", "C", "C", "H", "C", "Mn", "H", "H", "H", "C", "H", "C", "C", "N", "C", "C", "H", "O", "I", "C", "N", "H", "H", "H", "O", "C", "C", "H", "H"],
  "xyz": [[-0.9261, 1.4778, 1.0064], [3.1274, -0.2275, 1.7518], [0.9630, 0.3376, -0.1512], [-1.9269, 2.3987, 1.0597], [-1.8652, -4.7775, -0.0312], [-0.0644, 1.3098, -0.0981], [1.4104, -1.0168, 1.2058], [-2.9137, 3.9737, -0.0247], [0.4597, 2.7405, -3.1566], [2.5794, -0.4662, -1.2978], [-1.3062, 3.1404, -1.1476], [-0.1861, -4.8224, 0.3769], [3.3240, -1.2733, 2.4473], [-0.2646, 2.1856, -1.2021], [-2.0239, -2.2310, -0.0840], [1.7799, 0.2684, -1.2515], [-0.9256, -2.9540, 0.1765], [-1.9513, -1.2292, -0.1182], [2.5703, -2.2705, 2.2892], [-0.5599, 0.2240, 2.7167], [-2.1184, 3.2415, -0.0533], [-1.0092, -4.2889, 0.1607], [-2.5539, 2.4968, 1.9354], [2.2614, 1.0737, -3.1931], [-2.9128, -2.6532, -0.2832], [0.1709, -2.3997, 0.4118], [1.5981, 1.1404, -2.3414], [0.5980, 2.0712, -2.3166], [4.1156, -1.2730, 3.2038], [-1.4501, 3.8032, -1.9914]],
  "charge": 1,
  "lumo_ev": [-4.426, -3.432],
  "homo_ev": [-11.5, -11.7],
  "relative_energy_kcal_mol": 3.0,
  "spin_multiplicity": 5,
  "homo_lumo_gap_ev": [7.1, 8.2]
}

{
  "formula": "C12H11N2O9Ti",
  "method": "wB97M-V/def2-TZVPD",
  "species": ["O", "O", "N", "H", "H", "C", "C", "C", "C", "O", "O", "H", "H", "O", "H", "O", "C", "O", "N", "H", "O", "Ti", "C", "H", "H", "C", "H", "C", "C", "C", "C", "H", "O", "H", "C"],
  "xyz": [[1.1617, -0.3595, -1.3937], [-1.2634, 1.2242, 1.4552], [1.1599, 0.6978, 0.8904], [-1.6678, -3.4538, -1.5064], [4.1586, -0.5723, -1.0903], [2.0292, 1.3321, 3.0093], [-0.3307, 2.0999, -1.5511], [2.2773, -0.2678, -0.8850], [0.9853, 1.1796, 2.1108], [-0.7541, 1.9605, 3.5098], [-4.5605, 0.0592, -1.7814], [-2.7227, -1.1163, -3.2953], [4.4596, 0.1047, 1.0003], [-2.6752, 0.5127, -0.6778], [-4.9327, 0.8070, -1.2803], [-0.5731, -1.4819, 0.6858], [-0.8870, -2.7121, -1.3518], [-0.0903, -3.6759, 0.6598], [-0.2005, 3.0495, -2.1849], [4.1407, 1.0429, 3.2612], [3.3127, -0.6747, -1.5518], [-0.6362, 0.1232, -0.3106], [-0.4819, -2.6885, 0.1208], [-0.0972, 3.8751, -2.7502], [-3.2533, -2.2138, -2.0129], [3.2964, 0.9483, 2.5920], [1.8533, 1.7260, 4.0007], [2.3674, 0.3143, 0.4915], [-2.6867, -1.3038, -2.2195], [-3.3203, -0.1579, -1.4871], [3.4741, 0.4240, 1.3146], [-0.0263, -2.9723, -1.9645], [-1.3457, -1.3942, -1.7644], [-1.7131, 2.0987, 3.6087], [-0.4571, 1.4651, 2.3481]],
  "charge": 2,
  "lumo_ev": [-7.519, -7.521],
  "homo_ev": [-15.1, -15.8],
  "relative_energy_kcal_mol": 0.0,
  "spin_multiplicity": 2,
  "homo_lumo_gap_ev": [7.6, 8.3]
}

{
  "formula": "C12H11N3O6Tc",
  "method": "wB97M-V/def2-TZVPD",
  "species": ["C", "N", "Tc", "H", "C", "H", "C", "H", "O", "C", "O", "C", "O", "C", "C", "C", "O", "H", "H", "H", "C", "N", "N", "O", "H", "H", "O", "C", "C", "H", "H", "H", "C"],
  "xyz": [[1.5471, -1.8250, 1.1005], [-1.2668, 0.5398, -0.3497], [-1.1711, -1.4875, 0.0427], [1.5771, -2.3340, -1.9731], [-1.2504, 1.0103, -1.6106], [-1.5495, 3.4433, 1.2880], [-1.4017, 1.4220, 0.6578], [-0.5051, 5.2060, -0.6223], [3.7641, -2.1492, 3.1903], [-1.2946, 2.3539, -1.8994], [-3.2442, -1.7026, -0.0451], [3.9928, -2.4383, 1.9554], [-0.5084, -1.1861, 1.8521], [-1.3653, 3.2962, -0.8611], [2.9949, -2.4825, -0.4275], [-1.4468, 2.7780, 0.4436], [5.0252, -2.8732, 1.5215], [-4.0067, -2.5659, -1.7519], [-1.2724, 2.6766, -2.9307], [-1.2052, 0.2840, -2.4132], [0.6927, -1.4233, 2.2718], [0.9186, -1.8140, -0.0892], [1.8146, -2.2210, -0.9915], [-1.9916, -2.0961, -1.7173], [3.8653, -2.8100, -0.9698], [-2.2379, 5.2025, -0.6368], [1.1465, -1.3367, 3.3823], [2.8746, -2.2379, 0.9424], [-3.1508, -2.1497, -1.2042], [2.8683, -1.8283, 3.4654], [-1.4906, 1.0223, 1.6595], [-1.3554, 4.9869, -2.1681], [-1.3673, 4.7410, -1.1103]],
  "charge": 2,
  "lumo_ev": [-11.652, -11.158],
  "homo_ev": [-16.2, -16.2],
  "relative_energy_kcal_mol": 34.4,
  "spin_multiplicity": 2,
  "homo_lumo_gap_ev": [4.5, 5.0]
}

{
  "formula": "C12H11NS",
  "method": "wB97M-V/def2-TZVPD",
  "species": ["C", "C", "H", "C", "C", "C", "C", "C", "H", "H", "H", "H", "H", "C", "H", "H", "C", "C", "H", "C", "H", "C", "N", "S", "H"],
  "xyz": [[1.0761, -0.4879, -0.5354], [2.6082, 0.4420, -2.2272], [3.4668, 1.0157, -2.5265], [1.9659, -0.1909, -3.3637], [-0.7505, 0.0478, 1.1879], [-1.8186, -0.5625, 1.8438], [-3.4411, 0.9501, 0.8779], [-1.0808, 1.3244, 0.5221], [-1.5323, -1.5252, 2.3350], [-0.3816, 1.9098, 0.0637], [2.8982, 0.7696, -0.1951], [0.2924, -1.3348, -3.9285], [-2.6144, 2.7496, 0.2516], [0.7874, -0.8849, -3.0347], [-4.0613, -0.9846, 1.7355], [-4.5359, 1.0811, 0.7380], [0.4530, -1.0677, -1.6221], [-3.1889, -0.2024, 1.5883], [2.4628, -0.3297, -4.4483], [2.2049, 0.3354, -0.8717], [-0.4123, -1.5915, -1.3757], [-2.3918, 1.7711, 0.5759], [1.6211, 0.3449, 2.0987], [0.7380, -0.8211, 1.3144], [2.7190, 0.1164, 1.9823]],
  "lumo_ev": 0.542,
  "homo_ev": -8.1,
  "relative_energy_kcal_mol": 83.2,
  "homo_lumo_gap_ev": 8.7
}

{
  "formula": "C12H11PS2",
  "method": "wB97M-V/def2-TZVPD",
  "species": ["C", "P", "C", "H", "H", "C", "C", "C", "S", "H", "H", "H", "H", "H", "C", "C", "C", "C", "C", "C", "H", "H", "C", "H", "H", "S"],
  "xyz": [[2.3097, -0.1186, -0.1811], [2.9097, 1.5856, -0.4664], [1.9497, -1.2623, -0.8843], [-1.4785, 0.1720, -2.6739], [0.5608, -2.9839, -0.9555], [0.3956, -1.8464, 0.8727], [1.0489, -2.2025, -0.3115], [-1.7447, 0.5496, -1.6230], [2.2310, 1.7800, 1.5359], [2.4279, -1.5001, -1.8547], [-1.9285, 2.7814, -2.0581], [-2.2969, 1.5893, 2.0085], [0.1614, -0.3335, 2.4268], [-1.9033, -0.7288, 1.5629], [1.6392, 0.1262, 1.0202], [-2.1133, 1.3621, 0.9582], [-1.9929, -0.0064, 0.7580], [-1.8747, 1.9163, -1.3116], [-2.0912, 2.3356, -0.0176], [-1.8063, -0.3763, -0.5706], [-1.8986, -1.5160, -0.7973], [-0.2363, -2.4787, 1.3773], [0.7288, -0.7217, 1.5739], [-2.2314, 3.3751, 0.2809], [5.3139, 1.1840, 0.8123], [5.0058, 1.5677, -0.3272]],
  "lumo_ev": 0.460,
  "homo_ev": -8.5,
  "relative_energy_kcal_mol": 0.0,
  "homo_lumo_gap_ev": 9.0
}

{
  "formula": "C12H12",
  "method": "wB97M-V/def2-TZVPD",
  "species": ["H", "C", "H", "H", "H", "H", "H", "C", "C", "C", "C", "C", "C", "H", "H", "C", "C", "H", "H", "H", "H", "C", "C", "C"],
  "xyz": [[-0.6513, 2.5957, -3.9006], [-1.5670, -2.6392, 2.9530], [1.6569, 3.7220, -2.4695], [3.5714, 2.1172, -1.9092], [-0.4887, 0.2136, -4.4359], [-3.0869, -2.3398, 1.5458], [3.2910, -0.2504, -2.1927], [-2.2694, -1.8148, 2.1654], [0.5895, 2.1531, -3.6883], [2.5290, 0.4344, -2.5925], [2.6296, 1.8267, -2.3729], [-0.7926, -0.7016, 4.0299], [-2.3134, -0.4278, 2.3198], [-3.0155, -0.0106, 1.6638], [-0.3525, -2.4358, 4.8385], [1.5022, -0.0376, -3.4064], [-1.4262, 0.2990, 3.2237], [-1.4992, -3.6988, 2.6630], [0.3391, -0.6736, 4.6903], [-1.1605, 1.3199, 3.2055], [1.4059, -1.0319, -3.5259], [0.3427, 0.8141, -3.9229], [1.6399, 2.6642, -2.8414], [-0.8742, -2.0981, 3.9596]],
  "lumo_ev": 0.853,
  "homo_ev": -9.1,
  "relative_energy_kcal_mol": 118.4,
  "smiles": "c1ccccc1.c1ccccc1",
  "homo_lumo_gap_ev": 10.0
}

{
  "formula": "C12H12BaN2O2S3Sb",
  "method": "wB97M-V/def2-TZVPD",
  "species": ["C", "O", "C", "C", "H", "S", "C", "H", "H", "C", "H", "H", "C", "H", "H", "H", "H", "C", "C", "S", "N", "Ba", "C", "H", "C", "Sb", "C", "H", "H", "S", "N", "C", "O"],
  "xyz": [[-2.4471, -2.6627, -0.9879], [-0.4927, 3.9063, 1.4291], [0.4717, 0.2846, -0.2330], [0.8865, 3.7986, 1.1142], [-0.8409, -3.9929, -0.5508], [4.5058, -4.6837, 1.6356], [-1.1398, -2.9543, -0.6502], [-2.1102, 0.6816, -0.9735], [1.5130, 3.9349, 1.9996], [-0.5779, -0.7486, -0.5238], [1.1779, 4.5558, 0.3811], [-5.4167, 0.5455, -1.3177], [2.6951, 0.8049, -0.2516], [-4.9063, -1.7494, -1.2235], [3.7080, 0.4739, -0.4486], [-0.8814, 1.7767, 0.5238], [3.3076, 2.7172, 0.4568], [1.1605, 2.4369, 0.5412], [0.1422, 1.5292, 0.2836], [5.4593, -1.5778, 0.2496], [-0.1995, -2.0336, -0.4241], [2.7653, -2.7196, 0.3519], [-1.8595, -0.3653, -0.8798], [-0.6405, 4.7431, 1.8713], [2.4662, 2.0637, 0.2624], [5.2752, -2.5961, 2.3506], [-2.8196, -1.3344, -1.1215], [-4.2403, -0.9449, -2.6488], [-3.1547, -3.4690, -1.1427], [3.2231, -1.6575, 2.9821], [1.7252, -0.0856, -0.4922], [-4.2123, -0.9727, -1.5545], [-4.5435, 0.2952, -1.0087]],
  "lumo_ev": [-0.301, -2.158],
  "homo_ev": [-7.4, -7.2],
  "spin_multiplicity": 2,
  "homo_lumo_gap_ev": [7.1, 5.1]
}

{
  "formula": "C12H12Br2N4O",
  "method": "wB97M-V/def2-TZVPD",
  "species": ["H", "C", "H", "H", "H", "C", "C", "H", "O", "N", "H", "H", "H", "N", "Br", "H", "C", "C", "C", "C", "C", "C", "Br", "C", "N", "N", "H", "C", "H", "H", "C"],
  "xyz": [[2.9053, -0.0299, -0.0388], [0.5826, -1.0516, -1.0151], [0.5386, -0.3761, -3.1125], [-3.0965, -2.7785, 0.7042], [-0.8613, 3.9868, 0.5842], [0.2952, 0.3465, 1.1642], [2.3748, 0.2170, -2.1375], [0.2245, 1.7827, -1.7323], [-1.3939, -2.3368, -1.6262], [-0.2798, 1.7039, 1.2911], [2.3426, 1.1003, -2.7874], [2.4213, 1.7097, -0.3980], [1.2205, -1.7851, -0.5081], [-0.6798, 3.4049, -0.2276], [-3.9222, -2.1280, 3.7691], [1.5987, -1.7521, -2.8688], [-1.6695, -0.6178, 2.6730], [0.7704, 0.2886, -0.3208], [-2.6215, -1.5836, 2.4719], [-0.4030, 2.2032, 0.0533], [-0.8556, -1.5848, -0.8034], [-1.4259, -1.4457, 0.5393], [-1.5131, 0.4172, 4.2952], [1.2432, -0.8078, -2.4317], [-0.0516, 1.3553, -0.8890], [-2.4913, -2.0522, 1.1412], [1.1295, 0.2217, 1.8597], [-0.8663, -0.5716, 1.4441], [3.3378, -0.2699, -2.3123], [-1.0878, 1.7949, 1.8596], [2.2344, 0.6391, -0.6406]],
  "lumo_ev": 0.098,
  "homo_ev": -8.6,
  "relative_energy_kcal_mol": 9.5,
  "smiles": "[H]/N=C1\\N[C@H]2c3c([nH]c(Br)c3Br)C(=O)[C@H]3CCC[C@@]32N1",
  "homo_lumo_gap_ev": 8.7
}

| no. | F_max (eV/A) |
| --- | --- |
| 1 | 4.5 |
| 2 | 1.5 |
| 3 | 0.1 |
| 4 | 3.6 |
| 5 | 4.2 |
| 6 | 3.9 |
| 7 | 5.8 |
| 8 | 1.9 |
| 9 | 3.8 |